This record from the OMol25 dataset describes a molecular structure, C42H51CdGeN6O4S2Si2 in a non-equilibrium geometry. The level of theory is wB97M-V/def2-TZVPD.

Element x y z (Å)
1 Cd 0.27 -0.46 0.33
2 C 3.55 -6.84 -0.58
3 Si 3.81 -5.12 0.25
4 C 5.00 -5.48 1.72
5 C 4.66 -3.99 -1.02
6 C 2.14 -4.62 0.96
7 C 1.39 -5.54 1.67
8 C 0.12 -5.22 2.15
9 C -0.38 -3.96 1.84
10 N 0.32 -3.04 1.21
11 C 1.58 -3.32 0.82
12 S 2.47 -2.01 0.19
13 H 4.50 -7.29 -0.86
14 H 2.95 -6.75 -1.48
15 H 3.05 -7.54 0.08
16 H 5.93 -5.92 1.38
17 H 4.54 -6.18 2.42
18 H 5.23 -4.57 2.26
19 H 5.53 -4.46 -1.47
20 H 4.96 -3.06 -0.56
21 H 3.96 -3.74 -1.81
22 H 1.79 -6.53 1.86
23 H -0.46 -5.92 2.73
24 H -1.38 -3.68 2.14
25 O 3.33 3.03 0.43
26 C 2.36 2.37 0.64
27 O 2.00 1.38 1.23
28 C 0.91 3.09 -0.20
29 O 0.81 4.26 0.05
30 O 0.35 2.22 -0.81
31 C -5.20 -2.40 4.91
32 Si -3.53 -1.62 4.36
33 C -2.16 -2.60 5.25
34 C -3.61 0.19 4.97
35 C -3.39 -1.78 2.49
36 C -4.29 -2.47 1.71
37 C -4.11 -2.56 0.33
38 C -3.00 -1.96 -0.22
39 N -2.11 -1.30 0.50
40 C -2.28 -1.19 1.83
41 S -1.10 -0.30 2.67
42 H -5.33 -2.30 5.99
43 H -5.25 -3.46 4.68
44 H -6.04 -1.92 4.44
45 H -2.24 -2.51 6.33
46 H -1.18 -2.23 4.95
47 H -2.20 -3.66 5.01
48 H -3.66 0.25 6.06
49 H -4.48 0.70 4.57
50 H -2.72 0.72 4.64
51 H -5.14 -2.94 2.17
52 H -4.81 -3.10 -0.29
53 H -2.80 -2.01 -1.28
54 C 2.27 2.99 -4.71
55 C 0.98 2.66 -5.09
56 C 0.30 1.65 -4.43
57 C 0.89 0.94 -3.40
58 C 2.19 1.27 -3.04
59 C 2.88 2.28 -3.68
60 Ge -0.04 -0.46 -2.29
61 C 0.86 -2.12 -3.03
62 C 1.85 -2.10 -4.00
63 C 2.49 -3.27 -4.40
64 C 2.13 -4.48 -3.84
65 C 1.14 -4.52 -2.87
66 C 0.52 -3.35 -2.47
67 C -1.79 -0.62 -3.30
68 C -2.65 0.48 -3.28
69 C -3.91 0.42 -3.85
70 C -4.35 -0.75 -4.44
71 C -3.51 -1.85 -4.48
72 C -2.24 -1.78 -3.91
73 H 2.80 3.79 -5.21
74 H 0.49 3.20 -5.90
75 H -0.71 1.40 -4.73
76 H 2.66 0.74 -2.22
77 H 3.88 2.53 -3.38
78 H 2.14 -1.15 -4.44
79 H 3.27 -3.23 -5.15
80 H 2.63 -5.39 -4.15
81 H 0.86 -5.46 -2.42
82 H -0.24 -3.38 -1.70
83 H -2.30 1.39 -2.81
84 H -4.56 1.29 -3.82
85 H -5.34 -0.81 -4.87
86 H -3.84 -2.77 -4.95
87 H -1.60 -2.65 -3.94
88 C -2.54 3.45 -0.68
89 N -2.37 2.42 0.33
90 C -2.02 3.06 1.58
91 N -3.07 3.99 2.02
92 C -3.25 4.99 0.97
93 N -3.61 4.39 -0.31
94 C -4.84 3.63 -0.12
95 N -4.71 2.59 0.90
96 C -3.62 1.70 0.49
97 C -4.31 3.24 2.14
98 H -2.81 2.99 -1.63
99 H -1.61 4.00 -0.79
100 H -1.09 3.62 1.45
101 H -1.88 2.29 2.35
102 H -2.31 5.53 0.84
103 H -4.04 5.68 1.27
104 H -5.12 3.16 -1.07
105 H -5.64 4.32 0.18
106 H -3.89 1.22 -0.46
107 H -3.50 0.94 1.26
108 H -4.17 2.47 2.90
109 H -5.11 3.93 2.46

The total charge is -2. The spin multiplicity is 2. The LUMO energy (alpha / beta) comes out at 4.13 / 4.13 eV. The molar mass comes out at 1009.24 g mol⁻¹. The calculation puts the energy at -5880.76292 hartree. The calculation puts the energy above the lowest of the compared OMol25 structures with the same formula, charge and spin at 17.50 kJ/mol. As for the expectation value of S²: 0.754. The calculation puts the HOMO-LUMO gap (alpha / beta) at 0.2331 / 0.2329 Eh.